(1)
{"formula": "C28H34Cl2F2N3O2S3", "method": "ωB97M-V/def2-TZVPD", "charge": -1, "max_force_ev_per_a": 8.23, "homo_lumo_gap_ev": 4.783, "elements": ["C", "C", "Cl", "C", "Cl", "C", "C", "C", "C", "S", "C", "S", "N", "C", "C", "O", "C", "C", "C", "C", "S", "C", "N", "N", "C", "O", "H", "H", "H", "H", "H", "H", "H", "H", "H", "H", "H", "H", "H", "H", "H", "H", "H", "H", "H", "H", "H", "H", "H", "H", "F", "C", "C", "C", "C", "C", "C", "H", "H", "H", "H", "H", "F", "C", "C", "C", "C", "C", "C", "H", "H", "H", "H", "H"], "xyz": [[5.1025, -0.3639, 3.1035], [3.5654, 0.2083, 2.7909], [3.1116, 1.2798, 4.2613], [2.5913, -1.0960, 2.7639], [0.9672, -0.5456, 3.5625], [2.1864, -1.6941, 1.3091], [2.4205, -3.3439, 1.4641], [1.2875, -4.0629, 0.4932], [-0.0411, -4.2931, 1.4620], [-1.6777, -4.1807, 0.5599], [-2.0718, -2.4313, 0.0135], [-1.7578, -2.0650, -1.6511], [-2.6583, -1.3280, 0.8655], [-4.1343, -1.1048, 0.4915], [-4.6175, 0.3059, 1.2391], [-4.6123, 0.0267, 2.6878], [-3.2103, -0.2875, 3.1166], [-2.6976, -1.6758, 2.3371], [3.1783, -1.2676, 0.0876], [2.3843, -0.1666, -0.8388], [3.1883, 1.5195, -0.9412], [1.7671, 2.7160, -0.4929], [1.7823, 3.9602, 0.3689], [0.4226, 4.3414, 0.3200], [-0.4336, 3.4121, -0.5100], [0.4480, 2.3627, -1.0445], [5.1357, -1.4911, 2.7158], [5.3153, -0.4097, 4.2585], [5.9352, 0.2007, 2.5018], [3.5174, 0.9092, 1.8569], [3.0288, -1.9002, 3.5317], [3.5249, -3.5599, 1.1456], [2.2204, -3.6822, 2.5674], [1.7359, -5.0860, 0.1092], [1.0821, -3.2881, -0.3834], [0.0867, -5.3631, 1.9532], [0.0313, -3.4424, 2.2902], [-4.3028, -1.0597, -0.6765], [-4.8208, -1.9759, 0.9096], [-3.7791, 1.1183, 1.0009], [-5.6611, 0.6932, 0.8328], [-3.1551, -0.3768, 4.2866], [-2.5342, 0.6457, 2.8280], [-3.4914, -2.5307, 2.5462], [-1.6463, -2.0277, 2.7174], [4.2696, -0.9760, 0.3835], [3.2859, -2.2365, -0.6043], [1.2818, -0.0392, -0.4008], [2.3194, -0.5688, -1.9611], [-1.6045, 3.4405, -0.7283], [4.2596, -2.4301, -2.8094], [4.2990, -1.9102, -4.0433], [4.9247, -0.6857, -4.2502], [4.9704, -0.1464, -5.5358], [4.3798, -0.8332, -6.5993], [3.7497, -2.0592, -6.3806], [3.7140, -2.6035, -5.0971], [5.3707, -0.1626, -3.4106], [5.4640, 0.8066, -5.7093], [4.4118, -0.4101, -7.6011], [3.2871, -2.5900, -7.2092], [3.2362, -3.5596, -4.9108], [-3.4959, 3.6515, 0.0380], [-4.6694, 4.2944, 0.1042], [-5.6756, 3.7988, 0.9261], [-6.8957, 4.4707, 0.9993], [-7.1000, 5.6258, 0.2405], [-6.0856, 6.1125, -0.5854], [-4.8618, 5.4467, -0.6498], [-5.5017, 2.8956, 1.5018], [-7.6861, 4.0958, 1.6449], [-8.0534, 6.1471, 0.2945], [-6.2483, 7.0094, -1.1782], [-4.0594, 5.8161, -1.2796]], "forces_ev_per_a": [[-0.4, -0.9, -0.8], [1.0, -1.0, 0.5], [0.9, -0.1, -1.0], [0.6, 0.0, -1.0], [-0.1, -0.8, -0.1], [2.8, -1.4, 1.5], [-0.9, 1.2, -0.5], [0.8, 0.3, 0.7], [2.3, 1.1, 0.4], [0.0, 0.7, 0.3], [0.7, 2.0, -1.7], [-0.9, -0.8, 3.3], [-1.1, -3.4, -0.3], [-1.2, 1.0, -0.5], [1.5, -0.8, -0.8], [1.4, 0.2, -0.9], [0.6, 0.1, -0.5], [-0.2, 0.5, 1.3], [-0.9, -0.7, -0.3], [-1.1, -1.2, -0.6], [-2.2, 1.3, 0.9], [-1.1, 1.5, 1.2], [-3.7, -5.6, -4.7], [-2.4, -3.6, -3.1], [4.9, 1.6, 2.2], [1.3, 4.0, 3.1], [-0.1, 2.4, 0.7], [-0.5, 0.4, -2.4], [-1.6, -0.8, 1.4], [0.0, -1.5, 1.8], [-1.0, 1.9, -1.5], [-1.9, -0.2, 0.6], [0.6, 0.5, -2.0], [-1.3, 1.9, 0.5], [0.2, -1.9, 1.8], [-0.8, 2.2, -1.0], [-0.3, -1.9, -1.7], [0.7, 0.1, 2.4], [1.4, 1.6, -0.7], [-1.8, -1.6, 0.4], [2.1, -1.1, 1.3], [-0.5, -0.1, -2.4], [-1.2, -2.1, 0.4], [1.6, 1.7, -0.3], [-2.0, 1.0, -0.8], [-1.7, -0.1, -0.7], [-0.2, 2.2, 1.5], [2.5, -0.4, -0.9], [0.0, 1.0, 2.4], [3.3, -0.2, 0.6], [0.0, 0.0, -0.1], [0.0, 0.3, -0.8], [0.0, 0.0, 0.1], [-0.2, -0.4, 0.0], [0.0, 0.0, 0.1], [0.2, 0.3, 0.3], [0.0, 0.0, 0.0], [-0.1, -0.1, 0.0], [-0.1, -0.2, 0.1], [0.0, -0.1, 0.2], [0.1, 0.1, 0.2], [0.0, 0.1, 0.0], [0.1, -0.1, 0.0], [-1.1, 0.6, 0.1], [0.1, -0.1, 0.1], [0.3, 0.3, -0.3], [0.0, -0.1, 0.0], [0.0, -0.3, 0.3], [0.1, 0.0, 0.0], [0.0, 0.1, 0.0], [0.2, 0.0, -0.1], [0.2, -0.1, 0.0], [0.1, -0.2, 0.1], [0.0, -0.1, 0.1]], "mulliken_charge": [-1.015, 0.593, -0.240, -0.603, -0.255, 0.252, -1.261, -0.231, -0.280, -0.142, -0.104, -0.209, 0.148, -0.598, -0.161, -0.452, -0.351, -0.122, -0.227, -0.376, -0.155, 0.414, -0.352, -0.252, 0.109, -0.240, 0.212, 0.333, 0.266, -0.066, 0.357, 0.346, 0.411, 0.268, 0.115, 0.273, -0.021, 0.393, 0.258, 0.094, 0.294, 0.306, 0.208, 0.291, -0.037, 0.234, 0.021, 0.236, 0.152, 0.237, -0.272, 0.226, -0.146, -0.444, -0.427, -0.363, -0.476, 0.412, 0.353, 0.348, 0.351, 0.411, -0.150, 0.328, -0.359, -0.608, -0.423, -0.449, -0.374, 0.514, 0.367, 0.349, 0.351, 0.408]}

=====

(2)
{"formula": "C28H34ClN2P2PdS5", "method": "ωB97M-V/def2-TZVPD", "e_above_lowest_ev": 0.0000, "charge": -1, "max_force_ev_per_a": 2.31, "homo_lumo_gap_ev": 4.034, "elements": ["Pd", "S", "C", "S", "C", "C", "S", "S", "S", "C", "P", "C", "N", "C", "C", "C", "C", "C", "C", "N", "C", "P", "C", "C", "C", "C", "C", "C", "C", "C", "C", "H", "H", "H", "H", "H", "H", "H", "H", "H", "H", "H", "H", "H", "H", "H", "H", "H", "H", "H", "H", "H", "H", "H", "H", "H", "H", "H", "H", "Cl", "C", "C", "C", "C", "C", "C", "C", "H", "H", "H", "H", "H", "H"], "xyz": [[-1.0581, -0.9513, -0.4202], [-8.4469, -0.2395, -0.1252], [-6.8065, -0.2882, -0.1138], [-5.7808, 1.0348, -0.6026], [-4.2179, 0.2506, -0.3438], [-4.2912, -1.0514, 0.1008], [-3.0241, -2.1576, 0.3645], [-5.8986, -1.6879, 0.4032], [-2.8385, 1.1819, -0.6123], [-2.2086, 0.3736, 2.8427], [-0.9218, -0.4584, 1.8495], [0.4632, 0.6717, 1.9835], [0.5413, 1.3857, 3.1010], [1.6610, 2.1312, 3.2675], [1.7980, 2.9627, 4.3820], [2.9606, 3.6920, 4.5617], [4.0075, 3.5807, 3.6592], [3.8997, 2.7605, 2.5492], [2.7238, 2.0423, 2.3140], [2.6007, 1.3001, 1.1832], [1.4426, 0.6624, 0.9935], [1.1413, -0.1981, -0.5856], [2.5381, -1.3909, -0.6953], [1.6324, 1.0625, -1.9038], [0.4916, 2.0780, -1.9013], [1.7112, 0.3591, -3.2594], [2.9832, 1.7240, -1.6482], [-0.3765, -1.9340, 2.9048], [0.3656, -2.8741, 1.9556], [-1.6007, -2.6398, 3.4787], [0.5561, -1.5052, 4.0351], [-1.8556, 0.4918, 3.8664], [-3.1416, -0.1895, 2.8105], [-2.3638, 1.3581, 2.3997], [0.9859, 3.0286, 5.0924], [3.0525, 4.3544, 5.4116], [4.9139, 4.1492, 3.8210], [4.7130, 2.6803, 1.8423], [3.4300, -0.9208, -0.2828], [2.6899, -1.6557, -1.7401], [2.2992, -2.2944, -0.1377], [-0.4668, 1.5532, -1.9619], [0.5635, 2.7616, -2.7469], [0.5044, 2.6581, -0.9799], [0.8989, -0.3478, -3.3829], [2.6516, -0.1766, -3.3782], [1.6457, 1.0927, -4.0611], [3.0292, 2.1718, -0.6613], [3.1591, 2.4870, -2.4055], [3.7820, 0.9889, -1.7210], [-0.2229, -3.0375, 1.0394], [0.5490, -3.8382, 2.4282], [1.3272, -2.4357, 1.6892], [-2.2568, -2.9651, 2.6751], [-2.1586, -1.9902, 4.1478], [-1.2899, -3.5195, 4.0415], [1.4926, -1.1131, 3.6414], [0.7867, -2.3660, 4.6647], [0.1033, -0.7309, 4.6506], [-0.1666, 0.0496, -7.8771], [-0.5514, -0.4251, -6.2523], [-1.3364, 0.4004, -5.4636], [-1.6581, 0.0026, -4.1834], [-1.2129, -1.2233, -3.6625], [-1.6351, -1.6776, -2.3411], [-0.4337, -2.0388, -4.4959], [-0.1001, -1.6448, -5.7760], [-1.7020, 1.3369, -5.8601], [-2.2753, 0.6488, -3.5693], [-2.7026, -1.4410, -2.2257], [-1.4807, -2.7654, -2.2305], [-0.0974, -2.9987, -4.1276], [0.4823, -2.2945, -6.4127]], "forces_ev_per_a": [[-0.3, 0.4, 0.3], [-0.5, 0.0, 0.0], [0.7, 0.0, 0.0], [-0.1, -0.9, 0.3], [-0.9, -1.4, 0.6], [-0.8, 1.6, -0.6], [1.0, -1.0, 0.1], [-0.2, 0.8, -0.4], [1.1, 0.9, -0.3], [0.2, 0.0, -0.2], [-0.9, -0.8, -0.5], [-0.6, 0.6, 2.0], [0.4, 0.0, -0.6], [0.1, -0.4, -0.8], [0.6, 0.7, 0.6], [-1.3, -0.4, 0.4], [0.6, -0.5, -1.1], [0.6, 0.7, 0.6], [-0.7, -0.2, 0.2], [-0.8, -0.6, 0.4], [2.1, 1.0, -0.1], [-0.5, -0.8, -1.3], [-0.2, 0.2, 0.3], [0.0, 0.1, 0.1], [-0.1, -0.2, 0.0], [-0.2, -0.3, 0.3], [-0.1, 0.1, 0.1], [0.2, 0.1, -0.1], [-0.3, 0.0, -0.2], [-0.1, 0.0, -0.2], [-0.1, 0.0, -0.1], [0.0, 0.0, 0.0], [0.1, 0.0, -0.1], [-0.1, -0.1, 0.0], [-0.1, 0.0, 0.0], [0.0, 0.0, 0.1], [0.0, 0.0, 0.0], [0.0, 0.0, -0.1], [0.2, -0.1, -0.1], [0.0, 0.0, 0.0], [0.0, 0.0, 0.0], [0.0, 0.2, 0.0], [0.1, 0.1, -0.1], [-0.1, 0.1, 0.1], [0.0, 0.0, -0.1], [0.1, 0.0, 0.0], [0.0, 0.1, 0.0], [0.1, 0.2, -0.2], [0.0, 0.1, -0.2], [0.2, 0.0, 0.0], [0.3, 0.0, 0.2], [0.1, -0.1, 0.2], [0.1, -0.1, -0.1], [-0.1, 0.0, 0.1], [-0.1, 0.0, 0.1], [0.2, -0.1, 0.1], [0.1, 0.0, 0.0], [0.0, -0.1, 0.1], [0.0, 0.0, 0.1], [0.1, 0.1, -0.3], [0.0, -0.2, 0.2], [0.1, 0.0, -0.1], [0.0, -0.1, 0.2], [0.1, 0.0, -0.4], [-0.3, -0.5, 0.6], [-0.2, 0.3, 0.2], [0.0, 0.1, -0.2], [0.0, 0.1, 0.0], [0.0, -0.1, 0.1], [0.3, -0.2, 0.0], [-0.2, 0.4, -0.1], [0.0, -0.1, 0.0], [0.1, 0.0, -0.1]], "mulliken_charge": [0.061, -0.335, 0.087, -0.120, 0.202, 0.155, -0.627, -0.137, -0.455, -1.847, 1.627, -0.118, -0.327, 0.174, -0.404, -0.530, -0.597, -0.475, 0.057, -0.280, -0.550, 1.463, -1.783, 1.980, -1.444, -2.092, -1.883, 1.966, -1.742, -1.775, -1.963, 0.456, 0.370, 0.462, 0.472, 0.392, 0.381, 0.469, 0.466, 0.493, 0.427, -0.093, 0.526, 0.330, 0.299, 0.375, 0.593, 0.314, 0.509, 0.418, 0.285, 0.537, 0.271, 0.353, 0.340, 0.514, 0.363, 0.520, 0.304, -0.270, 0.468, -0.975, 0.286, 0.045, -1.827, 0.120, -0.748, 0.409, 0.267, 0.559, 0.487, 0.349, 0.397]}

=====

(3)
{"formula": "C28H34FeI2N9O3", "method": "ωB97M-V/def2-TZVPD", "multiplicity": 2, "e_above_lowest_ev": 1.0004, "charge": 2, "max_force_ev_per_a": 2.46, "homo_lumo_gap_ev": [6.932, 7.504], "elements": ["Fe", "I", "C", "I", "H", "H", "C", "C", "O", "C", "C", "C", "C", "C", "C", "O", "H", "H", "H", "H", "H", "H", "H", "C", "C", "N", "C", "C", "C", "C", "C", "C", "C", "C", "N", "C", "N", "H", "H", "H", "H", "H", "H", "H", "H", "H", "N", "C", "N", "N", "C", "N", "H", "H", "H", "H", "C", "N", "C", "C", "C", "N", "C", "C", "O", "H", "H", "H", "H", "H", "H", "H", "H", "H", "H", "H", "H"], "xyz": [[-0.9608, 0.9751, -0.3303], [-1.8778, 2.7306, 2.1703], [-3.9711, 2.9962, 1.9404], [-4.9578, 1.8303, 0.4770], [-4.1336, 4.0390, 1.7012], [-4.4135, 2.7367, 2.8936], [-3.0868, -1.8981, 2.3196], [-2.6676, -1.2915, 1.0140], [-2.1628, -0.1614, 1.0418], [-2.8669, -2.0002, -0.2304], [-3.5801, -3.2115, -0.3018], [-3.8371, -3.8074, -1.5098], [-3.3562, -3.2032, -2.6745], [-2.6200, -2.0346, -2.6230], [-2.3738, -1.4187, -1.3979], [-1.6552, -0.2892, -1.4277], [-2.7540, -1.2606, 3.1344], [-2.6668, -2.8977, 2.4323], [-4.1741, -1.9839, 2.3569], [-3.9439, -3.6718, 0.6069], [-4.3990, -4.7282, -1.5604], [-3.5557, -3.6568, -3.6363], [-2.2173, -1.5762, -3.5158], [1.7931, 2.0268, -3.5129], [0.7540, 1.9495, -2.6131], [0.8048, 1.1589, -1.5249], [1.9066, 0.4388, -1.3146], [2.9946, 0.4474, -2.1790], [2.9225, 1.2538, -3.3014], [4.1476, -0.4591, -1.9753], [4.8913, -0.6264, -0.8842], [4.8559, 0.1558, 0.3710], [5.5747, -0.2810, 1.4746], [5.5561, 0.5193, 2.6024], [4.8871, 1.6684, 2.6462], [4.2363, 1.9987, 1.5341], [4.1734, 1.3038, 0.4076], [1.7138, 2.6724, -4.3756], [-0.1424, 2.5255, -2.7491], [1.9311, -0.1756, -0.4351], [3.7518, 1.2895, -3.9966], [4.3985, -1.0604, -2.8433], [5.6687, -1.3809, -0.9186], [6.1355, -1.2056, 1.4540], [6.0976, 0.2406, 3.4993], [3.6967, 2.9388, 1.5506], [-4.6705, 2.1782, -3.5255], [-4.0160, 3.3390, -3.6481], [-4.4484, 4.2448, -4.5186], [-2.9323, 3.6395, -2.9509], [-2.3366, 2.9378, -2.0771], [-1.6717, 2.4501, -1.2547], [-5.5370, 2.0071, -4.0067], [-4.3719, 1.5045, -2.8414], [-5.2527, 4.0911, -5.1013], [-3.9334, 5.1036, -4.6181], [1.1900, 1.2659, 3.3347], [1.3463, -0.1090, 2.8720], [2.0807, -0.9871, 3.7873], [2.5685, -2.2210, 3.0667], [1.3952, -2.8147, 2.3213], [0.8720, -1.8222, 1.3782], [0.4794, -2.3305, 0.0736], [0.8240, -0.5162, 1.7034], [0.3157, 0.3605, 0.9349], [2.1637, 1.6707, 3.6065], [0.5332, 1.2961, 4.2059], [0.7650, 1.8720, 2.5436], [1.4265, -1.2680, 4.6177], [2.9138, -0.4137, 4.1940], [2.9796, -2.9314, 3.7821], [3.3479, -1.9562, 2.3493], [0.6089, -3.1177, 3.0192], [1.6933, -3.6910, 1.7488], [1.3552, -2.6949, -0.4686], [0.0188, -1.5493, -0.5150], [-0.2242, -3.1543, 0.1902]], "forces_ev_per_a": [[0.9, -2.2, 0.8], [0.0, 0.2, 0.0], [0.0, 0.1, 0.0], [0.0, -0.1, 0.0], [0.0, 0.0, 0.0], [0.0, 0.0, 0.0], [0.0, 0.1, 0.0], [-0.1, 0.0, 0.0], [0.1, 0.6, 0.1], [-0.2, -0.1, 0.3], [0.0, 0.1, 0.2], [0.0, 0.0, -0.1], [0.1, 0.1, -0.1], [-0.1, -0.2, -0.3], [0.2, 0.7, 0.1], [0.5, 0.2, -1.2], [0.0, 0.0, 0.0], [0.0, 0.0, 0.0], [0.0, 0.0, 0.0], [0.0, 0.0, 0.0], [0.0, 0.0, 0.0], [0.0, 0.0, 0.0], [0.0, 0.0, 0.0], [0.0, 0.0, 0.0], [0.2, -0.1, 0.0], [-1.0, 0.5, -0.1], [0.0, 0.0, -0.1], [0.0, -0.1, 0.0], [0.1, 0.1, -0.1], [-0.1, 0.0, 0.0], [0.0, 0.1, 0.2], [0.0, -0.1, -0.2], [0.1, -0.1, 0.1], [0.0, 0.1, 0.1], [-0.1, 0.0, 0.0], [0.0, 0.0, 0.1], [0.0, 0.1, 0.0], [0.0, 0.0, 0.0], [0.2, 0.0, -0.1], [0.1, 0.0, 0.0], [0.0, 0.0, 0.0], [0.0, 0.0, 0.0], [0.0, 0.0, 0.0], [0.0, 0.0, 0.0], [0.0, 0.0, 0.0], [0.0, 0.0, 0.0], [0.0, 0.0, 0.0], [-0.2, -0.2, 0.0], [0.0, 0.0, 0.0], [0.3, 0.3, -0.1], [-0.3, 0.2, 0.1], [-0.8, -0.1, -0.1], [0.0, 0.0, 0.0], [0.0, 0.0, 0.0], [0.0, 0.0, 0.0], [0.0, 0.0, 0.0], [0.0, -0.1, 0.0], [0.1, 0.1, 0.0], [0.0, 0.0, 0.0], [0.0, 0.0, 0.0], [0.1, 0.0, 0.0], [-0.1, 0.1, 0.0], [0.1, 0.0, -0.1], [-0.1, 0.0, 0.4], [0.1, -0.1, 0.0], [0.0, 0.0, 0.0], [0.0, 0.0, 0.0], [0.1, 0.0, 0.0], [0.0, 0.1, 0.0], [0.0, 0.0, 0.0], [0.0, 0.0, 0.0], [0.1, 0.0, 0.0], [0.0, 0.0, 0.0], [0.0, 0.0, 0.0], [0.0, 0.0, 0.0], [0.0, 0.0, 0.0], [0.0, 0.0, 0.0]], "mulliken_spin": [1.050, 0.015, 0.000, 0.001, 0.000, 0.001, -0.004, -0.002, 0.015, 0.015, -0.011, 0.024, -0.015, 0.011, 0.014, -0.054, -0.001, 0.000, 0.000, 0.000, 0.001, -0.001, 0.000, -0.001, -0.008, -0.035, 0.002, -0.002, 0.000, 0.000, 0.000, 0.000, 0.000, 0.000, 0.000, 0.000, 0.000, 0.000, 0.001, 0.004, 0.000, 0.000, 0.000, 0.000, 0.000, 0.000, 0.000, 0.000, 0.000, -0.003, -0.008, 0.025, 0.000, 0.000, 0.000, 0.000, 0.001, -0.001, 0.000, 0.000, 0.000, 0.003, 0.002, 0.002, -0.047, 0.000, 0.000, 0.000, 0.000, 0.000, 0.000, 0.000, 0.000, 0.000, 0.000, 0.006, 0.001]}

=====

Which of these has the highest charge? C28H34FeI2N9O3